Below is a molecular structure, C11H14O2 at a distorted geometry, with properties calculated with wB97M-V/def2-TZVPD.

The geometry in XYZ format:
```
27
C11H14O2 | OMol25 | wB97M-V/def2-TZVPD
C 3.4485 0.7785 1.0936
C 1.0331 0.6264 0.8556
C 0.0100 0.6590 1.9442
C -1.0804 -0.0513 1.8077
C -1.4519 -0.3521 0.4530
C -2.7918 -0.9993 0.3519
C -3.3908 -0.9428 -0.9703
C -3.7690 -2.0331 -1.6814
C -0.4555 -0.6271 -0.5359
C 0.7487 0.0874 -0.3003
C 2.3607 1.2344 -1.9261
H 3.6983 0.2454 0.1670
H 4.3249 1.5598 1.3752
H 3.3097 -0.0493 1.8873
H 0.3105 1.0866 2.9913
H -1.7232 0.1883 2.5733
H -2.5784 -2.0492 0.5769
H -3.6515 -0.6842 0.8817
H -3.2222 0.0449 -1.6118
H -4.1656 -1.8998 -2.5972
H -3.2817 -3.0516 -1.3527
H -0.6288 -1.2945 -1.3259
H 3.5503 1.3205 -2.4008
H 1.7682 1.5714 -3.1131
H 2.3897 2.0390 -1.1214
O 2.1551 1.4020 0.8018
O 1.8360 -0.0654 -1.2370
```

- Relative energy (zero: lowest compared OMol25 entry of this formula, charge and spin): 7.6441 eV
- HOMO energy: -8.53 eV
- Kohn-Sham gap: 9.39 eV

Here are the Mulliken charges for atoms 1 to 6, given in e: -0.62, 0.83, -0.33, -1.10, 0.57, -0.51